(1)
C19H36Cl2N8Pd | the ωB97M-V functional and the def2-TZVPD basis

Geometry as XYZ:
```
66
Properties=species:S:1:pos:R:3:mulliken_charge:R:1
Pd 0.44 1.60 0.08 0.232
Cl 1.77 4.40 0.53 0.462
C 0.98 3.87 -1.06 -0.778
Cl -0.53 3.20 1.94 0.093
H 1.29 4.52 -1.87 0.433
H 0.08 3.24 -1.14 0.654
C 1.12 3.10 1.58 -0.437
N 2.74 5.53 0.79 -0.564
C 4.18 5.20 0.79 -0.749
C 4.92 4.57 -0.41 -0.533
N 4.71 3.16 -0.92 -0.148
C 5.40 2.90 -2.23 -0.929
C 4.09 2.19 -0.38 1.067
N 3.51 1.24 0.01 -0.060
C 3.56 -0.06 0.68 -1.147
C 2.32 -0.43 1.50 -0.229
N 1.06 -0.28 0.78 -0.070
C 0.05 -1.12 0.59 0.795
N -0.85 -0.48 -0.25 -0.220
C -2.47 0.26 -1.91 -1.138
C -2.62 -2.62 0.72 0.343
C -1.20 -3.19 0.54 -1.527
N -0.15 -2.33 1.10 0.158
C 0.66 -2.90 2.19 -1.143
H 0.80 5.30 0.77 0.511
H 1.92 2.80 2.25 0.508
H 2.75 3.51 0.29 -0.443
H 4.48 4.77 1.75 0.399
H 4.63 6.19 0.79 0.380
H 5.97 4.59 -0.11 0.420
H 4.82 5.20 -1.29 0.461
H 6.45 3.17 -2.12 0.357
H 4.93 3.51 -3.00 0.360
H 5.33 1.85 -2.48 0.409
H 4.43 -0.08 1.35 0.461
H 3.72 -0.79 -0.11 0.463
H 2.28 0.18 2.41 0.253
H 2.51 -1.45 1.82 0.334
H -1.64 0.76 -2.38 0.198
H -3.82 0.61 -0.39 0.339
H -3.24 -0.11 -2.58 0.238
H -2.65 -2.48 -1.33 0.610
H -2.61 -1.86 1.51 0.336
H -0.98 -3.40 -0.51 0.403
H -1.14 -4.14 1.05 0.534
H 0.10 -3.71 2.64 0.396
H 0.84 -2.16 2.96 0.460
H 1.60 -3.32 1.81 0.399
N -2.83 0.71 -0.59 -0.502
C -2.16 -0.61 -0.70 0.863
N -2.96 -1.87 -0.57 0.012
C -4.48 -1.74 -0.82 -0.684
C -4.98 -2.93 -1.63 -1.056
C -5.17 -4.24 -0.88 -0.742
C -3.97 -4.70 -0.06 -0.702
C -3.62 -3.72 1.07 -1.198
H -4.63 -0.83 -1.40 0.943
H -4.96 -1.62 0.15 0.298
H -4.32 -3.06 -2.50 0.409
H -5.94 -2.62 -2.06 0.379
H -5.42 -5.01 -1.61 0.394
H -6.04 -4.15 -0.22 0.337
H -3.11 -4.91 -0.69 0.339
H -4.23 -5.65 0.40 0.411
H -3.17 -4.24 1.91 0.542
H -4.54 -3.28 1.47 0.607
```

**HOMO-LUMO gap (alpha / beta)**: 0.312 / 0.228 Eh
**Calculated total energy**: -2229.679706 hartree
**Multiplicity**: 5
**Net charge**: +4
**E_LUMO (alpha / beta)**: -11.62 / -14.37 eV
**HOMO (alpha / beta)**: -20.1 / -20.6 eV
**⟨S²⟩**: 6.032
**Energy above the lowest of the compared OMol25 structures with the same formula, charge and spin**: 377.68 kcal per mole


(2)
CH6OS | the ωB97M-V functional and the def2-TZVPD basis

Geometry as XYZ:
```
9
Properties=species:S:1:pos:R:3:mulliken_charge:R:1
C -0.43 0.93 -1.43 -0.968
S -0.06 0.37 0.23 -0.737
H -1.44 1.28 -1.57 0.283
H 0.26 1.85 -1.58 0.276
H -0.21 0.17 -2.21 0.284
H -1.15 -1.11 -0.53 -0.048
H 0.69 -0.59 1.99 0.237
H 1.30 -1.88 2.38 0.301
O 1.04 -1.04 2.72 -0.627
```

**HOMO-LUMO gap (alpha / beta)**: 0.192 / 0.264 Eh
**Calculated total energy**: -515.051547 hartree
**Multiplicity**: 2
**Net charge**: -1
**E_LUMO (alpha / beta)**: 4.07 / 4.05 eV
**HOMO (alpha / beta)**: -1.2 / -3.1 eV
**⟨S²⟩**: 0.756
**Energy above the lowest of the compared OMol25 structures with the same formula, charge and spin**: 5.34 kcal per mole


(3)
C3H5NO | the ωB97M-V functional and the def2-TZVPD basis

Geometry as XYZ:
```
10
Properties=species:S:1:pos:R:3:mulliken_charge:R:1
C 0.53 0.96 -0.06 -0.379
C 0.48 -0.26 0.84 -0.171
N 0.13 -1.42 0.01 -0.451
C 0.05 -0.95 -1.15 0.136
O 0.28 0.44 -1.26 -0.147
H -1.68 1.53 0.45 0.035
H -1.03 1.89 0.35 0.032
H 1.50 -0.38 1.24 0.280
H -0.18 -0.16 1.70 0.278
H -0.17 -1.45 -2.08 0.386
```

**HOMO-LUMO gap**: 0.354 Eh
**Calculated total energy**: -247.157898 hartree
**Net charge**: 0
**E_LUMO**: 0.40 eV
**HOMO**: -9.2 eV
**Energy above the lowest of the compared OMol25 structures with the same formula, charge and spin**: 93.71 kcal per mole


(4)
C35H29AsN2O5PdSi | the ωB97M-V functional and the def2-TZVPD basis

Geometry as XYZ:
```
74
Properties=species:S:1:pos:R:3:mulliken_charge:R:1
Pd -0.86 -0.24 1.62 0.665
O 0.64 -5.88 1.81 -0.585
C -0.45 -5.77 1.07 0.508
O -0.81 -6.63 0.30 -0.639
C -1.23 -4.50 1.20 0.694
C -2.44 -4.33 0.59 -0.910
N -2.85 -3.09 0.90 -0.015
N -1.98 -2.43 1.68 -0.520
C -0.98 -3.28 1.86 0.327
C 0.23 -2.87 2.66 0.652
O 0.98 -3.77 3.04 -0.843
O 0.39 -1.62 2.85 -0.672
H 0.78 -5.03 2.34 0.483
H -3.01 -5.00 -0.04 0.536
H -3.70 -2.63 0.61 0.176
C -2.07 2.50 6.25 -0.374
C -2.93 3.17 5.40 -0.600
C -2.91 2.91 4.04 -0.605
C -2.00 1.99 3.51 0.537
C -1.13 1.32 4.38 -0.030
C -1.17 1.57 5.75 -0.924
Si -1.90 1.74 1.68 0.253
C -0.62 2.82 0.87 0.596
C 0.72 2.74 1.28 -0.341
C 1.70 3.52 0.68 -0.656
C 1.34 4.42 -0.32 -0.575
C 0.02 4.52 -0.73 -0.535
C -0.95 3.71 -0.15 -0.322
H -2.09 2.70 7.32 0.380
H -3.64 3.89 5.80 0.382
H -3.60 3.43 3.38 0.322
H -0.42 0.58 4.01 0.358
H -0.50 1.04 6.41 0.403
H -3.22 2.02 1.07 -0.248
H 1.01 2.07 2.08 0.332
H 2.73 3.44 0.99 0.419
H 2.10 5.05 -0.78 0.410
H -0.26 5.22 -1.51 0.440
H -1.98 3.79 -0.49 0.337
O -0.77 -0.64 -0.52 -0.159
As 0.44 -0.36 -1.64 1.024
C 0.44 -1.90 -2.77 0.463
C 1.59 -2.62 -3.06 -0.114
C 1.50 -3.81 -3.77 -0.762
C 0.26 -4.27 -4.19 -0.501
C -0.89 -3.55 -3.91 -0.695
C -0.81 -2.37 -3.19 -0.417
C -0.06 1.18 -2.67 0.643
C 0.84 2.08 -3.23 -0.125
C 0.37 3.14 -3.99 -0.811
C -1.00 3.29 -4.20 -0.453
C -1.89 2.40 -3.62 -0.766
C -1.43 1.35 -2.85 -0.424
C 2.19 -0.21 -0.90 0.504
C 3.30 0.11 -1.69 -0.626
C 4.56 0.12 -1.12 -0.851
C 4.72 -0.22 0.22 -0.605
C 3.63 -0.56 0.99 -0.746
C 2.36 -0.57 0.43 -0.318
H 2.56 -2.28 -2.71 0.377
H 2.39 -4.38 -3.98 0.409
H 0.19 -5.21 -4.74 0.396
H -1.86 -3.92 -4.22 0.398
H -1.71 -1.82 -2.94 0.306
H 1.90 1.99 -3.06 0.194
H 1.07 3.84 -4.42 0.434
H -1.36 4.12 -4.79 0.392
H -2.96 2.54 -3.76 0.405
H -2.12 0.66 -2.38 0.359
H 3.19 0.33 -2.74 0.532
H 5.43 0.37 -1.72 0.417
H 5.71 -0.22 0.66 0.409
H 3.74 -0.85 2.03 0.522
H 1.51 -0.85 1.05 0.373
```

**HOMO-LUMO gap (alpha / beta)**: 0.279 / 0.278 Eh
**Calculated total energy**: -4490.001954 hartree
**Net charge**: 0
**E_LUMO (alpha / beta)**: -0.82 / -0.82 eV
**HOMO (alpha / beta)**: -8.4 / -8.4 eV
**Energy above the lowest of the compared OMol25 structures with the same formula, charge and spin**: 19.26 kcal per mole